[1]
ORCA calculation (ωB97M-V/def2-TZVPD) on a gas-phase ion, C8H9N4 (charge +1).

Results
ΔE to the lowest compared entry with this formula, charge and spin ... 142.7 kJ/mol
HOMO-LUMO gap (alpha / beta) ... 0.2275 / 0.2195 hartree
HOMO (alpha / beta) ... -11.92 / -13.34 eV

Structure (ORCA input):
```
! wB97M-V def2-TZVPD RIJCOSX def2/J DEFGRID3
* xyz 1 3
C -2.874 -1.190 -1.939
C -1.973 -0.298 -2.429
C -2.516 -1.881 -0.771
C -0.697 0.000 -1.923
C -1.231 -1.766 -0.219
C 3.007 -0.004 -0.454
C -0.298 -0.863 -0.866
C 2.086 1.336 2.711
N 1.925 -0.511 -0.917
N 3.077 0.557 0.744
N 0.921 -0.865 -0.353
N 2.149 1.130 1.337
H -3.708 -1.558 -2.435
H -2.288 0.320 -3.288
H -3.125 -2.722 -0.448
H 0.090 0.593 -2.606
H -0.860 -2.101 0.800
H 4.024 -0.101 -1.008
H 1.110 0.901 2.935
H 2.888 0.772 3.125
H 2.085 2.384 3.145
*
```

natural (NBO) population analysis, charges in e, atoms 1 to 6: -0.138, -0.181, -0.193, -0.187, -0.148, 0.039

***

[2]
ORCA calculation (ωB97M-V/def2-TZVPD) on a molecular structure, C33H48N8O6P2S2SeTa.

Results
ΔE to the lowest compared entry with this formula, charge and spin ... 273.8 kJ/mol
HOMO-LUMO gap (alpha / beta) ... 0.2027 / 0.2027 hartree
HOMO (alpha / beta) ... -15.84 / -15.84 eV

Structure (ORCA input):
```
! wB97M-V def2-TZVPD RIJCOSX def2/J DEFGRID3
* xyz 3 1
Ta 0.371 -0.306 1.203
Se 8.458 -1.558 2.168
N 7.480 -0.310 1.420
C 6.223 -0.659 1.553
C 5.109 0.120 1.065
C 5.281 1.335 0.394
C 4.166 2.021 -0.035
C 2.912 1.487 0.223
N 2.730 0.333 0.861
C 3.808 -0.363 1.271
C 3.580 -1.615 1.961
N 2.306 -1.997 2.130
C 2.059 -3.103 2.822
C 3.058 -3.920 3.337
C 4.373 -3.561 3.143
C 4.651 -2.377 2.454
C 5.996 -1.899 2.237
N 7.077 -2.524 2.639
H 6.286 1.701 0.229
H 4.252 2.960 -0.563
H 2.022 2.009 -0.094
H 1.015 -3.347 2.992
H 2.795 -4.815 3.883
H 5.196 -4.158 3.514
C -4.722 3.821 -1.043
C -3.761 3.146 -0.092
C -3.628 3.864 1.234
O -2.434 3.135 -0.771
P -1.284 2.117 -0.729
O -1.457 0.968 0.238
C -1.094 1.405 -2.404
P -0.487 -0.270 -2.102
O 0.643 -0.214 -1.085
O -0.102 -1.029 -3.396
C 1.067 -0.740 -4.267
C 1.703 -2.075 -4.586
C 0.581 -0.005 -5.498
O -1.668 -1.134 -1.537
C -2.894 -1.313 -2.374
C -3.011 -2.762 -2.794
C -4.085 -0.823 -1.577
O 0.065 2.843 -0.386
C 0.446 4.256 -0.707
C 0.180 4.599 -2.160
C -0.216 5.214 0.262
H -5.715 3.843 -0.597
H -4.778 3.296 -1.997
H -4.410 4.849 -1.230
H -4.042 2.105 0.072
H -3.410 4.921 1.079
H -2.837 3.430 1.848
H -4.571 3.792 1.774
H -0.371 1.969 -2.995
H -2.045 1.398 -2.938
H 1.756 -0.118 -3.689
H 0.980 -2.722 -5.083
H 2.059 -2.571 -3.683
H 2.547 -1.926 -5.257
H -0.162 -0.602 -6.027
H 1.420 0.167 -6.170
H 0.141 0.961 -5.245
H -2.772 -0.700 -3.270
H -3.277 -3.400 -1.951
H -2.081 -3.113 -3.242
H -3.798 -2.847 -3.543
H -4.300 -1.488 -0.739
H -4.966 -0.804 -2.218
H -3.916 0.186 -1.198
H 1.522 4.244 -0.531
H -0.879 4.508 -2.399
H 0.776 3.985 -2.837
H 0.466 5.637 -2.325
H -1.261 5.371 0.003
H 0.295 6.175 0.204
H -0.145 4.857 1.289
N -1.858 -1.334 1.508
C -2.152 -2.492 2.410
C -2.380 -3.802 1.674
C -1.125 -4.466 1.114
C -0.562 -3.808 -0.142
N 0.467 -2.769 0.137
H -2.419 -0.538 1.800
H -2.175 -1.553 0.566
H -3.040 -2.259 2.996
H -1.330 -2.610 3.114
H -3.113 -3.657 0.872
H -2.842 -4.487 2.387
H -1.378 -5.498 0.869
H -0.352 -4.513 1.887
H -1.363 -3.347 -0.714
H -0.114 -4.578 -0.774
H 0.841 -2.472 -0.761
H 1.235 -3.231 0.613
S 0.240 1.854 2.402
C -0.038 0.989 3.884
S 0.257 -0.711 3.695
C -0.482 1.565 5.024
C -0.835 2.948 5.030
N -1.192 4.040 4.974
C -0.697 0.775 6.193
N -0.861 0.091 7.101
*
```

Löwdin population analysis, charges in e, atoms 1 to 6: 1.745, 1.275, -0.210, -0.335, -0.055, 0.066

***

[3]
ORCA calculation (ωB97M-V/def2-TZVPD) on 4 unconnected molecules or ions with the total composition C2H12N2O4.

Results
ΔE to the lowest compared entry with this formula, charge and spin ... 228.4 kJ/mol
HOMO-LUMO gap ... 0.3808 hartree
SMILES ... NCNC=O.O.O.O
HOMO ... -9.96 eV

Structure (ORCA input):
```
! wB97M-V def2-TZVPD RIJCOSX def2/J DEFGRID3
* xyz 0 1
N 0.338 -0.083 -2.571
C -0.910 0.255 -1.939
N -0.705 1.390 -1.162
C -0.879 1.472 0.188
O -1.127 0.572 0.894
H 0.952 0.724 -2.707
H 0.941 -0.574 -1.831
H -1.235 -0.620 -1.384
H -1.748 0.341 -2.759
H -0.780 2.256 -1.809
H -0.673 2.424 0.657
O 1.067 -0.409 2.911
H 0.487 0.309 3.130
H 0.468 -1.038 2.570
O 3.323 -0.386 0.780
H 2.867 -0.539 1.583
H 2.629 0.008 0.230
O -1.356 -2.079 1.277
H -1.631 -1.392 0.650
H -2.030 -2.630 1.292
*
```

natural (NBO) population analysis, charges in e, atoms 1 to 6: -0.821, -0.070, -0.647, 0.545, -0.617, 0.353

***

[4]
ORCA calculation (ωB97M-V/def2-TZVPD) on a molecular structure, C28H31BaF6N8O8S3.

Results
ΔE to the lowest compared entry with this formula, charge and spin ... 309.1 kJ/mol
HOMO-LUMO gap ... 0.1769 hartree
HOMO ... -4.32 eV

Structure (ORCA input):
```
! wB97M-V def2-TZVPD RIJCOSX def2/J DEFGRID3
* xyz -1 1
Ba 1.097 1.063 0.372
C -4.369 2.035 -4.822
C -3.478 1.442 -3.771
C -3.022 0.151 -3.822
C -2.111 -0.372 -2.879
C -1.656 -1.684 -3.001
N -0.730 -2.186 -2.245
C -0.331 -3.600 -2.336
C 0.214 -4.105 -0.998
C -0.413 -3.384 0.195
N -0.662 -4.275 1.296
C -1.199 -3.953 2.454
C -1.519 -2.727 3.023
C -2.558 -2.862 3.981
C -3.219 -1.888 4.647
C -4.329 -2.242 5.634
C -2.734 -0.582 4.365
C -1.723 -0.304 3.488
C -1.267 1.110 3.447
N -0.817 1.741 2.448
C -0.445 3.160 2.720
C -1.112 4.217 1.818
C -0.597 4.400 0.380
N -1.268 3.713 -0.709
C -1.729 2.546 -0.558
C -2.240 1.746 -1.696
C -3.031 2.204 -2.683
C -1.679 0.431 -1.784
O -0.859 -0.019 -0.907
C -1.007 -1.360 2.754
O -0.008 -1.156 2.066
H -4.625 1.276 -5.554
H -3.879 2.859 -5.316
H -5.295 2.394 -4.356
H -3.362 -0.513 -4.618
H -2.099 -2.327 -3.760
H -0.377 -1.550 -1.508
H 0.461 -3.713 -3.063
H -1.182 -4.179 -2.669
H 1.304 -3.977 -0.976
H 0.077 -5.182 -0.935
H -1.382 -2.957 -0.049
H 0.209 -2.585 0.550
H -0.459 -5.244 1.149
H -1.506 -4.814 3.054
H -2.819 -3.891 4.209
H -4.237 -3.291 5.957
H -5.336 -2.135 5.230
H -4.280 -1.619 6.526
H -3.162 0.278 4.883
H -1.379 1.566 4.469
H 0.631 3.301 2.649
H -0.645 3.413 3.769
H -0.879 5.169 2.293
H -2.196 4.095 1.830
H 0.471 4.118 0.297
H -0.576 5.452 0.152
H -1.666 1.970 0.368
H -3.371 3.239 -2.595
N 1.005 1.127 -3.558
N 2.269 1.735 -3.313
C 2.073 3.233 -3.142
O 2.691 3.984 -3.905
O 1.335 3.453 -2.125
H 1.088 0.165 -3.914
H 0.414 1.663 -4.207
H 2.837 1.729 -4.159
F 7.304 -0.697 0.102
C 6.672 0.444 0.167
F 6.998 1.171 -0.885
F 6.997 1.082 1.289
S 4.879 0.549 0.320
O 4.576 0.326 1.662
O 4.737 1.834 -0.271
N 4.089 -0.473 -0.578
S 4.312 -1.364 -1.819
O 3.212 -1.745 -2.656
O 5.467 -0.997 -2.557
C 4.787 -3.007 -1.186
F 6.109 -3.042 -1.051
F 4.225 -3.386 -0.043
F 4.347 -3.880 -2.116
S 3.337 2.796 3.642
C 2.555 4.004 4.435
N 2.047 4.886 5.009
*
```

Löwdin population analysis, charges in e, atoms 1 to 6: 1.802, -0.050, -0.269, -0.002, -0.140, -0.011